[1]
# C17H39CrF2O19PS3V

A structure of composition C17H39CrF2O19PS3V in a non-equilibrium geometry (ωB97M-V/def2-TZVPD, the OMol25 dataset).

Calculated values
Total charge: +1
HOMO energy (spin up / spin down) (eV): -11.01 / -11.47
2S+1: 7
⟨S²⟩: 12.0526

Last column: Löwdin charge in e.
Positions of all 83 atoms, in Å:
1 O -1.4945 -4.8086 0.7161  -0.40
2 V -2.3583 -3.6301 1.4065  1.02
3 Cr -0.9456 -0.9592 -3.2173  1.10
4 O -0.0533 0.0820 0.7696  0.10
5 C -0.5670 -0.9347 0.0813  -0.80
6 O -1.0089 -1.9259 0.6445  -0.01
7 O -0.5195 -0.8697 -1.1473  -0.06
8 H -0.2293 -0.0783 1.6996  0.04
9 O -2.6505 -2.0104 -2.6964  -0.37
10 P -3.6563 -2.8473 -1.8757  0.49
11 O -3.3404 -3.2503 -0.4107  -0.38
12 F -4.0025 -4.2013 -2.6642  -0.10
13 F -5.1184 -2.0784 -1.8239  -0.14
14 C -2.2483 5.0157 2.9428  -0.16
15 C -1.0693 4.1778 2.4889  -0.18
16 C -1.6490 2.8013 2.2699  -0.17
17 O -3.0230 3.1164 1.9118  -0.16
18 C -3.5221 4.3553 2.3653  -0.17
19 H -1.9947 6.0414 2.6748  0.11
20 H -2.2028 5.0679 4.0306  0.11
21 H -0.2324 4.1399 3.1862  0.11
22 H -0.6617 4.6381 1.5889  0.11
23 H -1.6709 2.1928 3.1739  0.10
24 H -1.1030 2.2362 1.5145  0.09
25 H -4.3261 4.3437 3.1013  0.12
26 H -3.8553 4.8823 1.4712  0.12
27 O 5.7607 -0.1189 -1.4767  -0.27
28 S 4.5951 -0.2561 -0.6387  0.69
29 O 4.7684 -0.8042 0.7019  -0.29
30 O 3.9089 1.2782 -0.5861  -0.27
31 C 2.9514 1.5457 0.4155  -0.28
32 C 1.7370 2.3078 -0.1867  -0.05
33 C 3.1613 -1.0584 -1.6022  -0.08
34 H 3.5211 2.2578 1.0126  0.12
35 H 2.6421 0.6603 0.9710  0.10
36 H 1.1111 1.6738 -0.8148  0.06
37 H 1.9713 3.2094 -0.7526  0.08
38 H 1.0695 2.7132 0.5736  0.06
39 H 2.9902 -0.4817 -2.5112  0.07
40 H 2.2888 -1.2171 -0.9684  0.04
41 H 3.4877 -2.0559 -1.8961  0.04
42 O -0.2908 -3.1031 -3.0958  -0.39
43 S 0.1561 -4.4383 -2.6602  0.76
44 O -0.7592 -5.3498 -1.9257  -0.25
45 O 0.7866 -5.1772 -3.9891  -0.24
46 C 1.3991 -4.3995 -4.9849  -0.30
47 C 2.2147 -5.3644 -5.8321  -0.05
48 C 1.7070 -4.2459 -1.7158  -0.08
49 H 2.1064 -3.6747 -4.5819  0.11
50 H 0.6287 -3.9180 -5.5872  0.12
51 H 1.5590 -6.1495 -6.2088  0.09
52 H 3.1101 -5.6735 -5.2929  0.09
53 H 2.5427 -4.8828 -6.7532  0.09
54 H 1.6460 -3.5533 -0.8764  0.07
55 H 2.5094 -4.0400 -2.4242  0.06
56 H 1.9125 -5.2185 -1.2688  0.08
57 O -1.3066 0.7781 5.4406  -0.29
58 S -0.0122 0.3967 4.8151  0.74
59 O -0.0074 0.1679 3.3748  -0.34
60 O 1.1386 1.5707 5.1098  -0.27
61 C 2.1726 1.6396 4.0775  -0.24
62 C 3.2508 2.6986 4.5448  -0.04
63 C 0.7817 -1.1418 5.6672  -0.06
64 H 1.7058 1.9373 3.1385  0.09
65 H 2.6276 0.6636 3.9092  0.11
66 H 4.0786 2.7335 3.8366  0.07
67 H 3.6010 2.4927 5.5563  0.08
68 H 2.9489 3.7433 4.6189  0.07
69 H 0.7697 -1.0553 6.7537  0.07
70 H 1.8011 -1.3889 5.3708  0.07
71 H 0.0860 -1.9089 5.3272  0.05
72 C -2.6939 2.6993 -4.7231  -0.03
73 O -3.0596 2.7502 -3.3557  0.01
74 C -2.9459 1.6111 -2.6014  -0.44
75 O -2.3437 0.5989 -2.9511  0.01
76 O -3.5616 1.9165 -1.4277  0.05
77 C -3.7565 0.9713 -0.3814  0.00
78 H -2.9046 3.6273 -5.2547  0.11
79 H -3.0740 1.8051 -5.2171  0.10
80 H -1.6069 2.6479 -4.6600  0.09
81 H -2.8527 0.8461 0.2150  0.09
82 H -4.0046 -0.0156 -0.7720  0.08
83 H -4.5216 1.2531 0.3419  0.11

[2]
# C15H15ClO7

A cluster of 3 separate species, C15H15ClO7 in total (ωB97M-V/def2-TZVPD, the OMol25 dataset).

Calculated values
HOMO energy (eV): -10.10
SMILES: C#CCC1=C(Cl)C(=O)OC1=O.O=C1CCCO1.O=C1CCCO1

Last column: Löwdin charge in e.
Positions of all 38 atoms, in Å:
1 C 2.2411 -0.2381 1.6541  0.12
2 C 1.5565 -0.6740 0.7731  -0.14
3 C 0.7996 -1.3050 -0.3160  -0.12
4 C 1.5539 -2.5223 -0.7791  -0.13
5 C 2.8005 -2.5976 -1.2396  -0.54
6 Cl 3.9453 -1.3887 -1.5076  0.82
7 C 3.1114 -4.0455 -1.5263  -0.45
8 O 4.1731 -4.5118 -1.7761  0.17
9 O 1.9470 -4.7448 -1.3844  0.15
10 C 1.0037 -3.9015 -0.7880  -0.37
11 O -0.0225 -4.3076 -0.3581  0.19
12 H 2.9545 0.0366 2.3941  0.03
13 H -0.1818 -1.6136 0.0460  0.12
14 H 0.6595 -0.6092 -1.1439  0.11
15 O -0.1565 1.6287 -1.3006  0.11
16 C 0.6554 2.5017 -1.1695  -0.48
17 O 1.6078 2.4565 -0.2186  0.02
18 C 2.3541 3.6857 -0.1974  -0.15
19 C 2.1681 4.2843 -1.5875  -0.15
20 C 0.7667 3.7960 -1.9505  -0.07
21 H 1.9455 4.3219 0.5901  0.13
22 H 3.3909 3.4557 0.0353  0.13
23 H 2.2832 5.3659 -1.6043  0.12
24 H 2.8987 3.8556 -2.2748  0.12
25 H -0.0091 4.4754 -1.5937  0.13
26 H 0.6276 3.6145 -3.0123  0.13
27 O -4.2332 0.8196 3.5900  0.12
28 C -3.9777 -0.0341 2.7946  -0.49
29 O -3.7350 -1.3197 3.1554  0.02
30 C -3.3652 -2.0984 2.0059  -0.16
31 C -3.9362 -1.3455 0.8117  -0.15
32 C -3.8562 0.1031 1.2873  -0.07
33 H -2.2753 -2.1656 1.9718  0.12
34 H -3.7766 -3.0993 2.1106  0.12
35 H -3.3973 -1.5410 -0.1136  0.11
36 H -4.9791 -1.6281 0.6613  0.12
37 H -2.8902 0.5588 1.0617  0.13
38 H -4.6522 0.7312 0.8986  0.12

[3]
# C14H14N4O7SZr

A structure of composition C14H14N4O7SZr in a non-equilibrium geometry (ωB97M-V/def2-TZVPD, the OMol25 dataset).

Calculated values
Total charge: +2
HOMO energy (eV): -14.46

Last column: Löwdin charge in e.
Positions of all 41 atoms, in Å:
1 Zr 0.5753 1.1138 0.2807  1.90
2 O 0.7460 3.5481 3.7436  0.26
3 C 0.9716 2.8177 2.7116  -0.44
4 O 0.2763 1.8745 2.3167  -0.02
5 C 2.2253 3.1487 1.9432  0.00
6 O 2.0350 2.7119 0.5695  -0.23
7 C 1.3830 3.7681 -0.2871  0.01
8 C -0.1138 3.7941 0.0707  -0.53
9 O -0.6384 4.7549 0.5223  0.21
10 O -0.6835 2.5622 -0.0846  -0.20
11 H -0.0743 3.2926 4.2176  0.20
12 H 2.4738 4.2039 1.9853  0.17
13 H 3.0461 2.5720 2.3658  0.17
14 H 1.8509 4.7282 -0.1079  0.16
15 H 1.5311 3.4519 -1.3139  0.14
16 N -3.8233 -2.7877 -2.5214  0.17
17 C -2.5993 -2.2768 -2.3035  -0.27
18 C -1.4623 -2.8360 -2.9202  0.02
19 C -0.2197 -2.2776 -2.7505  -0.02
20 C -0.0733 -1.1541 -1.9412  -0.33
21 C -1.1979 -0.6233 -1.2721  -0.10
22 C -2.4374 -1.1612 -1.4418  0.02
23 S 1.4534 -0.3874 -1.8011  0.72
24 O 1.0691 1.0989 -1.7074  -0.42
25 O 2.3997 -0.7416 -2.7795  -0.17
26 N 1.8936 -0.4850 -0.2255  -0.20
27 C 1.2623 -1.4381 0.6071  -0.48
28 N 0.5148 -0.7963 1.5278  -0.01
29 C -0.0974 -1.5469 2.4624  -0.05
30 C 0.0189 -2.9101 2.4348  0.01
31 C 0.7187 -3.4692 1.3646  -0.02
32 N 1.3455 -2.7311 0.4416  0.20
33 H -3.9609 -3.5319 -3.1839  0.13
34 H -4.6485 -2.3501 -2.1504  0.12
35 H -1.5766 -3.7025 -3.5593  0.13
36 H 0.6443 -2.6924 -3.2563  0.14
37 H -1.1863 0.2815 -0.6554  0.06
38 H -3.2963 -0.7284 -0.9454  0.13
39 H -0.6793 -1.0267 3.2121  0.14
40 H -0.4433 -3.5242 3.1934  0.13
41 H 0.7769 -4.5442 1.2376  0.14

[4]
# C34H60N6O5S5

A cluster of 11 separate species, C34H60N6O5S5 in total in a non-equilibrium geometry (ωB97M-V/def2-TZVPD, the OMol25 dataset).

Calculated values
HOMO energy (eV): -7.50
Relative energy (zero: lowest compared OMol25 entry of this formula, charge and spin) (kJ/mol): 348.1

Last column: Löwdin charge in e.
Positions of all 110 atoms, in Å:
1 C -0.4706 -1.0794 5.0996  -0.27
2 S 0.7387 0.2634 5.3623  0.91
3 O 1.4019 0.5268 4.0030  -0.58
4 C -0.4137 1.6696 5.7167  -0.25
5 H -0.8874 -1.5051 6.0124  0.06
6 H 0.0251 -1.9132 4.6025  0.04
7 H -1.2165 -0.8740 4.3318  0.06
8 H -1.1613 1.8509 4.9445  0.05
9 H 0.1788 2.5713 5.8716  0.03
10 H -0.9197 1.5705 6.6771  0.05
11 C -0.0558 6.1822 2.8211  -0.22
12 S 0.1448 4.3812 3.2467  0.89
13 O -1.0087 3.5750 2.6031  -0.58
14 C 1.6257 4.0365 2.1665  -0.24
15 H 0.8241 6.6977 3.2062  0.05
16 H -0.9143 6.5165 3.4036  0.05
17 H -0.1014 6.3021 1.7387  0.05
18 H 1.8135 2.9643 2.1089  0.03
19 H 2.4385 4.4848 2.7379  0.05
20 H 1.5798 4.5051 1.1834  0.04
21 C 4.4063 -2.6239 -2.2914  -0.22
22 S 2.5964 -3.2090 -2.2138  0.82
23 O 2.6263 -4.7002 -2.3449  -0.57
24 C 2.3376 -2.9841 -0.4760  -0.30
25 H 4.8827 -2.9633 -3.2112  0.04
26 H 4.9312 -3.0887 -1.4568  0.02
27 H 4.4835 -1.5509 -2.1161  0.04
28 H 2.9969 -3.6101 0.1254  0.06
29 H 1.3411 -3.3403 -0.2148  0.03
30 H 2.3127 -1.9410 -0.1607  0.05
31 C -3.7090 0.8763 -1.5437  -0.28
32 S -5.3339 0.1100 -1.1679  0.86
33 O -5.9582 -0.3482 -2.5095  -0.60
34 C -4.5371 -1.3401 -0.3491  -0.27
35 H -3.7563 1.7362 -2.2118  0.05
36 H -3.0618 0.2286 -2.1350  0.03
37 H -3.1907 1.0631 -0.6032  0.04
38 H -4.1679 -0.9273 0.5898  0.03
39 H -3.7276 -1.7162 -0.9746  0.03
40 H -5.2727 -2.1150 -0.1335  0.05
41 C -3.0290 -4.2659 4.2141  -0.25
42 S -3.6827 -4.2454 2.4577  0.89
43 O -3.7605 -2.7430 2.0050  -0.59
44 C -2.2046 -5.0052 1.5721  -0.22
45 H -2.3402 -3.5060 4.5832  0.03
46 H -2.5614 -5.2051 4.5096  0.05
47 H -3.9404 -4.1702 4.8043  0.03
48 H -2.1187 -6.0788 1.7400  0.05
49 H -1.3431 -4.4966 2.0049  0.03
50 H -2.2621 -4.7444 0.5153  0.04
51 N 3.8102 4.2255 -1.1397  -0.02
52 C 3.2443 4.7266 -2.2481  -0.13
53 C 2.2645 3.7995 -2.6408  -0.10
54 C 2.3828 2.7234 -1.7414  -0.12
55 C 3.2114 3.0881 -0.7045  -0.15
56 H 4.5817 4.7033 -0.6963  0.15
57 H 3.5866 5.6915 -2.5919  0.11
58 H 1.7063 3.8675 -3.5628  0.08
59 H 1.8522 1.7993 -1.9170  0.09
60 H 3.4721 2.6178 0.2321  0.10
61 N -2.7862 -3.9009 -3.8830  0.01
62 C -2.5938 -5.2313 -3.8701  -0.13
63 C -1.5770 -5.5138 -2.9294  -0.09
64 C -1.2177 -4.2893 -2.4017  -0.15
65 C -1.9555 -3.3193 -2.9781  -0.15
66 H -3.4272 -3.3661 -4.4516  0.16
67 H -3.1309 -5.8633 -4.5618  0.10
68 H -1.2281 -6.5167 -2.7321  0.09
69 H -0.4490 -4.2110 -1.6472  0.08
70 H -1.9268 -2.2442 -2.8789  0.10
71 N -0.4971 2.7868 -6.2133  0.01
72 C -0.7075 3.2140 -4.9202  -0.13
73 C -0.6676 2.0722 -4.0715  -0.10
74 C -0.1572 0.9942 -4.8594  -0.11
75 C -0.0873 1.4554 -6.1559  -0.14
76 H -0.3620 3.4313 -6.9791  0.14
77 H -0.9629 4.2108 -4.5924  0.08
78 H -0.9165 2.0271 -3.0215  0.07
79 H -0.0136 -0.0372 -4.5732  0.09
80 H 0.3471 1.0568 -7.0608  0.10
81 N -1.5684 3.8169 0.1360  0.03
82 C -2.8456 3.9998 -0.2829  -0.16
83 C -2.8784 4.6590 -1.4762  -0.13
84 C -1.5747 4.8666 -1.8127  -0.14
85 C -0.7519 4.3421 -0.8030  -0.13
86 H -1.2041 3.3839 0.9727  0.05
87 H -3.6689 3.5894 0.2829  0.11
88 H -3.7077 4.9245 -2.1151  0.10
89 H -1.1741 5.3014 -2.7165  0.08
90 H 0.3259 4.2764 -0.8273  0.08
91 N 0.3605 -0.3471 1.7499  0.05
92 C -0.1479 -1.5716 1.4431  -0.17
93 C -0.6876 -1.5427 0.2156  -0.15
94 C -0.4290 -0.3184 -0.3436  -0.11
95 C 0.0806 0.4742 0.6660  -0.10
96 H 0.7175 0.0125 2.6236  0.03
97 H -0.2410 -2.3451 2.1910  0.10
98 H -1.3460 -2.2375 -0.2844  0.09
99 H -0.6822 0.1474 -1.2846  0.08
100 H 0.3786 1.5122 0.6610  0.09
101 N 4.9479 -1.8730 1.4139  -0.02
102 C 4.0706 -1.8297 2.4703  -0.13
103 C 4.2825 -3.0031 3.1986  -0.10
104 C 5.2688 -3.8012 2.4924  -0.10
105 C 5.6738 -3.0517 1.3982  -0.15
106 H 5.0992 -1.0050 0.9203  0.14
107 H 3.4796 -0.9296 2.5543  0.10
108 H 3.7135 -3.3782 4.0364  0.08
109 H 5.5902 -4.8099 2.7059  0.09
110 H 6.5450 -3.0822 0.7607  0.10

no.,DFT total energy (a.u.)
1,-5824.65435
2,-1567.42099
3,-1732.38454
4,-4026.89863